One molecule with the formula C16H20N2O2, computed with ωB97M-V/def2-TZVPD.

Properties
HOMO level in eV: -8.4
Relative energy (zero: lowest compared OMol25 entry of this formula, charge and spin) in eV: 2.730
Structure (SMILES): CN(CC(=O)NCCc1ccccc1)Cc1ccco1

Geometry as ORCA input:
```
! wB97M-V def2-TZVPD RIJCOSX def2/J DEFGRID3
* xyz 0 1
C 0.521 0.824 1.770
N 0.884 1.617 0.617
C -0.114 2.606 0.245
C -1.375 2.012 -0.389
O -1.491 1.849 -1.586
N -2.342 1.673 0.494
H -2.182 1.789 1.481
C -3.575 1.043 0.083
H -4.425 1.627 0.454
H -3.576 1.072 -1.008
C -3.689 -0.402 0.586
C -2.509 -1.247 0.185
C -2.140 -1.371 -1.149
C -1.048 -2.140 -1.508
C -0.316 -2.811 -0.541
C -0.679 -2.699 0.789
C -1.764 -1.917 1.148
H -2.041 -1.835 2.191
H -0.117 -3.217 1.553
H 0.531 -3.416 -0.827
H -0.767 -2.218 -2.547
H -2.701 -0.858 -1.914
H -3.782 -0.401 1.675
H -4.605 -0.832 0.172
H -0.368 3.187 1.135
H 0.342 3.273 -0.492
C 1.299 0.787 -0.511
C 2.619 0.149 -0.242
C 2.948 -1.091 0.225
C 4.362 -1.130 0.295
C 4.785 0.090 -0.132
O 3.741 0.867 -0.459
H 5.765 0.508 -0.248
H 4.971 -1.949 0.617
H 2.266 -1.876 0.480
H 0.561 0.001 -0.737
H 1.392 1.437 -1.383
H 0.267 1.488 2.597
H 1.385 0.229 2.063
H -0.317 0.136 1.580
*
```

---

A 2-piece molecular cluster, C2H8N4 overall at a distorted geometry, computed with ωB97M-V/def2-TZVPD.

Properties
HOMO level in eV: -9.0
Relative energy (zero: lowest compared OMol25 entry of this formula, charge and spin) in eV: 1.494
Structure (SMILES): [H]/N=C/N.[H]/N=C/N

Geometry as ORCA input:
```
! wB97M-V def2-TZVPD RIJCOSX def2/J DEFGRID3
* xyz 0 1
N 2.536 -0.311 -0.994
C 1.961 -0.605 0.205
N 1.632 0.430 0.940
H 2.134 0.406 -1.543
H 3.253 -1.046 -1.261
H 1.785 -1.681 0.390
H 1.282 0.203 1.890
N -1.569 1.225 0.493
C -2.331 0.135 0.092
N -2.942 -0.030 -1.039
H -0.720 1.032 1.170
H -1.480 1.977 -0.110
H -2.367 -0.718 0.789
H -3.175 -1.018 -1.021
*
```

---

One molecule with the formula C6H13NO at a distorted geometry, computed with ωB97M-V/def2-TZVPD.

Properties
HOMO level in eV: -8.6
Relative energy (zero: lowest compared OMol25 entry of this formula, charge and spin) in eV: 2.875
Structure (SMILES): [H]/N=C(\C)[C@H](C)CCO

Geometry as ORCA input:
```
! wB97M-V def2-TZVPD RIJCOSX def2/J DEFGRID3
* xyz 0 1
C 0.027 -0.348 -0.069
C 2.414 -0.791 0.550
C 1.011 0.333 0.741
C -0.735 -1.472 0.597
C -2.530 0.847 -0.749
C -1.064 1.083 -0.484
O 2.946 -0.723 -0.741
N -0.477 2.164 -0.753
H 3.162 0.195 -0.941
H 0.388 -0.621 -1.062
H -1.072 2.906 -1.139
H 2.162 -1.831 0.745
H 3.112 -0.439 1.318
H 0.772 0.392 1.799
H 1.399 1.262 0.334
H -0.106 -2.356 0.701
H -1.580 -1.780 -0.018
H -1.104 -1.176 1.578
H -3.062 0.782 0.201
H -2.682 -0.091 -1.283
H -2.979 1.666 -1.323
*
```

---

An isolated ion of composition C3H8NOS and charge -1 at a distorted geometry, computed with ωB97M-V/def2-TZVPD.

Properties
HOMO level in eV: -2.8
Relative energy (zero: lowest compared OMol25 entry of this formula, charge and spin) in eV: 1.564
Structure (SMILES): N[C@H](C[O-])CS

Geometry as ORCA input:
```
! wB97M-V def2-TZVPD RIJCOSX def2/J DEFGRID3
* xyz -1 1
C -0.217 0.074 -1.888
O 0.461 -0.694 -2.718
C 0.014 -0.319 -0.382
C -0.567 0.697 0.552
S -0.619 0.216 2.286
N 1.465 -0.461 -0.175
H 0.062 1.191 -1.874
H -1.333 0.158 -2.031
H -0.402 -1.325 -0.292
H -1.579 0.939 0.192
H -0.056 1.654 0.415
H 0.513 -0.495 2.234
H 1.852 0.467 -0.363
H 1.713 -0.964 -1.043
*
```

---

One molecule with the formula C20H31N3O5, computed with ωB97M-V/def2-TZVPD.

Properties
HOMO level in eV: -7.9
Relative energy (zero: lowest compared OMol25 entry of this formula, charge and spin) in eV: 0.661
Structure (SMILES): CCN1CCC[C@H]1CNC(=O)CCNC(=O)c1cc(OC)c(OC)c(OC)c1

Geometry as ORCA input:
```
! wB97M-V def2-TZVPD RIJCOSX def2/J DEFGRID3
* xyz 0 1
C -6.066 -1.781 0.172
H -6.165 -1.926 -0.901
H -7.053 -1.858 0.621
H -5.446 -2.579 0.573
C -5.466 -0.404 0.486
N -4.141 -0.142 -0.033
C -3.990 -0.197 -1.487
C -3.062 -1.375 -1.773
H -3.622 -2.313 -1.775
H -2.537 -1.272 -2.720
C -2.124 -1.308 -0.574
H -1.383 -0.527 -0.743
H -1.614 -2.250 -0.376
C -3.055 -0.913 0.579
C -2.360 -0.059 1.651
N -2.169 1.286 1.170
C -1.051 1.998 1.369
O -0.088 1.582 1.986
C -1.072 3.398 0.761
H -2.090 3.778 0.680
H -0.497 4.052 1.420
C -0.413 3.370 -0.627
N 0.862 2.695 -0.593
C 0.942 1.387 -0.963
O 0.037 0.829 -1.561
C 2.211 0.703 -0.619
C 3.427 1.370 -0.513
C 4.568 0.662 -0.184
C 4.514 -0.728 0.065
C 3.285 -1.393 -0.064
C 2.154 -0.666 -0.409
H 1.196 -1.145 -0.523
O 3.257 -2.750 0.146
C 2.014 -3.406 0.096
H 1.567 -3.349 -0.902
H 1.315 -3.000 0.833
H 2.229 -4.447 0.335
O 5.720 -1.274 0.378
C 5.806 -2.548 0.974
H 6.850 -2.650 1.270
H 5.169 -2.623 1.858
H 5.546 -3.344 0.275
O 5.811 1.208 -0.062
C 5.961 2.585 -0.292
H 5.377 3.181 0.418
H 7.020 2.792 -0.146
H 5.679 2.859 -1.314
H 3.479 2.427 -0.719
H 1.511 3.011 0.111
H -0.273 4.391 -0.997
H -1.036 2.814 -1.332
H -2.922 1.618 0.584
H -1.384 -0.472 1.911
H -2.980 -0.032 2.557
H -3.439 -1.817 1.071
H -3.509 0.731 -1.822
H -4.957 -0.277 -1.984
H -6.128 0.371 0.086
H -5.419 -0.272 1.571
*
```

---

C18H14Cl3MoN6O10 as an isolated structure at a distorted geometry, computed with ωB97M-V/def2-TZVPD.

Properties
HOMO level (spin up / spin down) in eV: -11.6 / -11.7
Relative energy (zero: lowest compared OMol25 entry of this formula, charge and spin) in eV: 0.214

Geometry as ORCA input:
```
! wB97M-V def2-TZVPD RIJCOSX def2/J DEFGRID3
* xyz 1 1
Mo 0.548 -0.775 -0.429
O 0.277 -5.183 -0.449
C 0.158 -3.922 -0.085
O 0.486 -3.004 -0.824
C -0.457 -3.806 1.286
O -0.563 -2.486 1.725
C 0.311 -2.109 2.775
C 1.625 -1.503 2.316
O 2.516 -1.211 3.048
O 1.702 -1.298 0.971
H 0.629 -5.228 -1.353
H 0.114 -4.451 1.962
H -1.457 -4.245 1.195
H 0.543 -2.955 3.428
H -0.201 -1.350 3.365
Cl -5.722 -0.429 -4.794
C -4.299 -0.490 -3.819
C -4.203 -1.448 -2.820
C -3.058 -1.490 -2.042
Cl -2.935 -2.675 -0.787
C -2.028 -0.594 -2.261
O -0.915 -0.635 -1.502
C -2.137 0.355 -3.265
Cl -0.849 1.471 -3.549
C -3.274 0.416 -4.053
H -5.005 -2.148 -2.644
H -3.358 1.158 -4.833
O -0.595 0.341 1.428
C 0.130 1.287 1.090
O 0.840 1.162 -0.008
C 0.260 2.518 1.887
C 1.300 3.417 1.674
C 1.405 4.546 2.471
C 0.470 4.789 3.467
C -0.555 3.878 3.647
C -0.683 2.739 2.885
N -1.560 4.133 4.707
O -1.445 5.156 5.342
O -2.401 3.281 4.887
H 2.021 3.221 0.892
H 2.216 5.245 2.319
H 0.522 5.664 4.097
H -1.489 2.044 3.062
N 4.983 0.464 -3.095
N 3.773 -0.151 -2.856
N 3.317 -1.099 -3.654
C 2.235 -1.485 -2.996
N 2.076 -0.784 -1.870
N 3.087 0.083 -1.799
H 5.137 0.444 -4.098
H 4.941 1.404 -2.714
H 1.569 -2.261 -3.327
*
```